1.
C5H7N | ωB97M-V/def2-TZVPD

```
! wB97M-V def2-TZVPD RIJCOSX def2/J DEFGRID3
* xyz 0 1
C -0.6393 -1.5369 -0.4395
C -0.3783 -0.2961 0.3744
C 0.9390 0.2919 0.6398
N 1.9714 0.1434 -0.1033
C -0.4741 1.0168 -0.3960
C -1.5958 0.8208 0.1293
H -1.7108 -1.6771 -0.5528
H -0.1418 -2.3962 0.0025
H -0.2318 -1.3745 -1.4453
H 1.0615 1.0343 1.4377
H 2.5360 -0.6887 -0.1421
H 0.1013 1.4827 -1.1818
H -2.0798 1.2878 0.9768
*
```

Computed properties:
ΔE to the lowest compared entry with this formula, charge and spin   158.1 kcal/mol
E_HOMO   -7.972 eV
Kohn-Sham gap   7.629 eV


2.
C5H7N | ωB97M-V/def2-TZVPD

```
! wB97M-V def2-TZVPD RIJCOSX def2/J DEFGRID3
* xyz 0 1
C -0.7931 1.0458 -1.2075
C 0.5975 0.4559 1.1852
C 0.4097 -0.9261 -0.9936
C -0.8047 0.3803 0.7904
C 0.0556 -0.7681 0.4752
N -0.0945 0.1996 -1.7832
H -1.3336 2.0340 -1.3912
H 1.4828 1.1431 0.7188
H 0.7908 0.2718 2.2265
H 1.4633 -0.9038 -0.9535
H -0.1743 -1.6964 -1.5270
H -1.6822 0.4676 1.5282
H 0.0827 -1.7035 0.9317
*
```

Computed properties:
ΔE to the lowest compared entry with this formula, charge and spin   97.4 kcal/mol
E_HOMO   -8.548 eV
Kohn-Sham gap   9.775 eV


3.
C5H7N | ωB97M-V/def2-TZVPD

```
! wB97M-V def2-TZVPD RIJCOSX def2/J DEFGRID3
* xyz 0 1
C -2.7933 0.7636 -0.2318
C -2.0018 -0.2076 -0.2694
C 0.6389 -0.2963 -0.0071
C 1.6977 -1.2317 -0.0515
C 0.3845 1.1152 0.2667
N -1.1256 -1.1146 -0.4776
H -3.6476 1.3240 -0.2321
H 1.8027 -1.8014 -1.0563
H 2.6402 -0.7243 0.2139
H 1.5319 -1.9031 0.6904
H -0.4372 1.3656 -0.3353
H 1.2518 1.7198 0.1449
H 0.0579 0.9908 1.3451
*
```

Computed properties:
ΔE to the lowest compared entry with this formula, charge and spin   164.5 kcal/mol
E_HOMO (alpha / beta)   -8.825 / -7.715 eV
Kohn-Sham gap (alpha / beta)   9.583 / 6.988 eV


4.
C5H7N | ωB97M-V/def2-TZVPD

```
! wB97M-V def2-TZVPD RIJCOSX def2/J DEFGRID3
* xyz 0 1
N 2.9977 -0.4404 0.7968
C 1.9987 -0.3737 0.2115
C 0.7028 -0.2733 -0.4676
C -0.4819 -0.9824 0.2589
C -1.3001 0.3289 0.1759
C -0.0530 1.0975 -0.2901
H 0.8249 -0.6039 -1.5053
H -0.8940 -1.8406 -0.2785
H -0.2379 -1.2754 1.2830
H -2.0680 0.2830 -0.6011
H -1.7541 0.6824 1.1047
H 0.4362 1.6836 0.4932
H -0.1713 1.7143 -1.1813
*
```

Computed properties:
ΔE to the lowest compared entry with this formula, charge and spin   22.5 kcal/mol
E_HOMO   -11.166 eV
Kohn-Sham gap   12.110 eV
SMILES   N#CC1CCC1